[1]
ORCA calculation (wB97M-V/def2-TZVPD) on a 5-piece molecular cluster, C20H52ClN4O10 overall.

Properties
E_tot: -60528.246 eV
ΔE to the lowest compared entry with this formula, charge and spin: 3.935 eV
charge: -1
orbital gap: 8.0624 eV
2S+1: 1

Positions of all 87 atoms, in Å:
Cl -13.922 10.422 -21.224
O -13.478 10.230 -22.511
O -12.918 9.680 -20.481
O -14.113 11.778 -20.670
O -15.239 9.802 -21.203
C -8.868 8.370 -20.007
O -9.169 8.104 -21.329
C -9.666 9.194 -22.059
C -10.355 8.871 -23.452
N -9.485 8.851 -24.590
C -9.990 8.102 -25.727
C -8.910 7.644 -26.716
O -8.106 6.678 -25.961
C -7.144 5.907 -26.648
H -9.608 8.945 -19.451
H -7.913 8.897 -20.020
H -8.683 7.490 -19.390
H -8.807 9.864 -22.069
H -10.330 9.772 -21.417
H -11.300 9.364 -23.680
H -10.718 7.849 -23.351
H -8.634 8.474 -24.199
H -10.640 8.787 -26.271
H -10.634 7.318 -25.328
H -8.279 8.464 -27.061
H -9.175 7.341 -27.730
H -7.573 5.433 -27.531
H -6.681 5.131 -26.039
H -6.362 6.605 -26.946
C -19.805 6.614 -13.206
O -20.610 6.866 -14.322
C -20.335 7.986 -15.231
C -18.925 7.913 -15.901
N -18.619 9.268 -16.606
C -17.397 9.255 -17.417
C -17.040 10.630 -18.086
O -17.054 11.707 -17.105
C -17.340 12.886 -17.801
H -19.909 5.634 -12.740
H -19.903 7.494 -12.571
H -18.744 6.628 -13.458
H -20.390 8.844 -14.561
H -21.084 8.103 -16.014
H -19.111 7.076 -16.574
H -18.080 7.560 -15.309
H -18.559 9.925 -15.841
H -17.444 8.507 -18.209
H -16.526 9.175 -16.767
H -17.795 10.780 -18.857
H -16.153 10.603 -18.719
H -17.386 13.778 -17.177
H -18.329 12.757 -18.241
H -16.675 13.116 -18.634
C -15.726 13.974 -24.818
C -16.028 12.514 -24.838
C -17.135 12.206 -23.841
O -17.451 10.843 -24.000
C -18.239 10.412 -22.877
N -16.383 12.193 -26.214
H -15.503 14.300 -23.802
H -16.507 14.554 -25.309
H -14.819 14.205 -25.378
H -15.170 11.903 -24.558
H -18.042 12.743 -24.115
H -16.808 12.559 -22.863
H -18.646 9.457 -23.208
H -19.049 11.119 -22.702
H -17.637 10.415 -21.968
H -15.586 12.269 -26.830
H -17.048 12.808 -26.661
C -14.511 7.465 -24.305
C -15.622 8.106 -25.150
C -17.000 7.595 -24.595
O -18.022 8.228 -25.449
C -19.239 7.525 -25.376
N -15.379 9.534 -25.171
H -14.457 7.959 -23.334
H -13.583 7.452 -24.877
H -14.610 6.411 -24.044
H -15.413 7.718 -26.147
H -17.047 7.844 -23.535
H -16.986 6.535 -24.849
H -19.332 6.795 -26.180
H -20.113 8.144 -25.580
H -19.442 7.146 -24.375
H -14.517 9.708 -25.667
H -15.132 9.805 -24.230

***

[2]
ORCA calculation (wB97M-V/def2-TZVPD) on C20H52InNO2P2Si4 as an isolated structure.

Properties
E_tot: -82429.433 eV
ΔE to the lowest compared entry with this formula, charge and spin: 0.000 eV
orbital gap: 6.9995 eV
2S+1: 1

Positions of all 82 atoms, in Å:
C 0.992 -1.813 -5.375
C 1.061 -1.426 -4.033
N -0.131 -1.272 -3.387
C -1.315 -1.524 -3.887
C -1.414 -1.904 -5.229
C -0.242 -2.038 -5.966
C 2.292 -1.099 -3.348
P 2.430 -0.864 -1.606
In -0.028 -0.660 -1.160
P -2.477 -0.508 -1.472
C -2.548 -1.530 -2.972
O 1.821 1.670 -4.144
O -0.816 2.135 -3.833
H 1.915 -1.934 -5.915
H -2.386 -2.099 -5.642
H -0.286 -2.334 -7.008
C 3.072 -2.252 -0.708
C 3.383 0.561 -1.195
H -3.441 -1.229 -3.531
H -2.712 -2.564 -2.627
H 2.053 0.746 -3.881
H 3.222 -1.352 -3.870
C -3.344 -1.316 -0.170
C -3.132 1.079 -1.795
H 0.397 1.097 -1.296
H -0.731 3.035 -3.478
H 0.123 1.897 -4.072
H 2.174 1.752 -5.037
H -0.150 -2.353 -0.685
H -0.135 0.879 -2.096
H 4.107 -2.380 -1.037
H 3.060 -2.066 0.373
H 2.509 -3.168 -0.916
H 4.422 0.323 -1.448
H 3.071 1.433 -1.784
H 3.322 0.800 -0.130
H -4.195 0.938 -2.037
H -3.054 1.738 -0.918
H -2.613 1.549 -2.644
H -4.397 -1.366 -0.464
H -2.967 -2.328 0.019
H -3.267 -0.742 0.766
C -3.248 1.187 2.553
Si -1.865 -0.021 3.024
C -1.673 0.447 4.852
C -2.390 -1.828 3.162
Si -0.044 0.154 1.544
Si 0.330 2.442 1.566
C 0.312 3.140 3.300
C 1.959 2.943 0.813
C -0.985 3.286 0.534
Si 1.594 -0.994 2.731
C 1.425 -0.911 4.604
C 1.363 -2.831 2.370
C 3.346 -0.347 2.525
H -4.113 0.960 3.187
H -3.555 1.169 1.509
H -2.911 2.198 2.796
H -2.668 0.347 5.299
H -1.002 -0.218 5.395
H -1.339 1.478 4.979
H -2.604 -2.302 2.204
H -1.595 -2.390 3.656
H -3.288 -1.874 3.790
H 1.039 2.620 3.926
H 0.577 4.200 3.233
H -0.692 3.059 3.718
H 1.964 2.668 -0.241
H 2.039 4.032 0.889
H 2.791 2.485 1.349
H -0.927 2.939 -0.496
H -1.982 3.098 0.934
H -0.789 4.364 0.562
H 0.544 -1.477 4.902
H 2.305 -1.398 5.032
H 1.379 0.126 4.936
H 1.390 -3.051 1.305
H 2.156 -3.383 2.885
H 0.397 -3.159 2.762
H 3.741 -0.424 1.512
H 3.381 0.695 2.852
H 3.991 -0.940 3.185

***

[3]
ORCA calculation (wB97M-V/def2-TZVPD) on C20H52MnNO2P2Si4 as an isolated structure.

Properties
E_tot: -108570.546 eV
charge: +1
orbital gap (alpha / beta): 7.4791 / 5.2731 eV
2S+1: 4

Positions of all 82 atoms, in Å:
C 4.234 3.749 -0.559
C 3.242 2.811 -0.132
N 2.434 2.223 -1.093
C 2.661 2.449 -2.390
C 3.677 3.308 -2.872
C 4.464 3.987 -1.910
C 3.236 2.255 1.145
P 2.158 0.906 1.439
Mn 0.769 0.938 -0.312
P 0.314 1.029 -2.614
C 1.848 1.650 -3.424
O 1.125 4.779 2.644
O -1.344 2.948 1.401
H 4.699 4.358 0.199
H 3.885 3.367 -3.934
H 5.191 4.716 -2.250
C 3.516 -0.412 1.405
C 1.706 0.902 3.221
H 1.635 2.242 -4.327
H 2.438 0.778 -3.762
H 1.979 4.276 2.405
H 3.891 2.683 1.869
C -0.082 -0.250 -3.840
C -0.805 2.420 -3.022
H -0.037 1.907 0.391
H -1.284 2.368 2.293
H -0.651 3.640 1.497
H 1.229 5.496 1.889
H 0.731 -0.729 -0.357
H -0.608 1.071 0.430
H 4.199 -0.190 2.247
H 3.260 -1.489 1.441
H 4.103 -0.242 0.485
H 2.651 0.951 3.794
H 1.114 1.809 3.427
H 1.127 0.016 3.555
H -0.985 2.495 -4.103
H -1.765 2.301 -2.511
H -0.356 3.362 -2.682
H -0.332 0.184 -4.816
H 0.773 -0.917 -3.985
H -0.929 -0.863 -3.533
C -0.001 -3.361 -2.293
Si -0.101 -3.218 -0.423
C -1.241 -4.552 0.265
C 1.646 -3.353 0.290
Si -0.899 -1.092 0.170
Si -3.051 -0.743 -0.726
C -4.106 -2.304 -0.560
C -3.810 0.692 0.256
C -3.247 -0.312 -2.557
Si -1.435 -1.417 2.455
C -2.981 -2.483 2.688
C -0.034 -2.374 3.302
C -1.805 0.186 3.402
H 0.161 -4.423 -2.535
H 0.843 -2.784 -2.697
H -0.926 -3.035 -2.787
H -0.866 -5.503 -0.148
H -1.197 -4.600 1.364
H -2.283 -4.412 -0.055
H 2.318 -2.580 -0.107
H 1.671 -3.312 1.386
H 2.046 -4.331 -0.020
H -4.298 -2.608 0.475
H -5.076 -2.081 -1.035
H -3.659 -3.152 -1.098
H -3.213 1.607 0.167
H -4.800 0.897 -0.174
H -3.944 0.451 1.317
H -2.662 0.560 -2.873
H -2.987 -1.165 -3.198
H -4.311 -0.088 -2.733
H -2.960 -3.412 2.110
H -3.028 -2.749 3.755
H -3.897 -1.933 2.440
H 0.956 -1.915 3.187
H -0.270 -2.425 4.378
H 0.026 -3.407 2.929
H -0.916 0.807 3.574
H -2.620 0.782 2.966
H -2.155 -0.142 4.393

***

[4]
ORCA calculation (wB97M-V/def2-TZVPD) on C20H55ClFeN5O5 as an isolated structure.

Properties
E_tot: -86213.199 eV
ΔE to the lowest compared entry with this formula, charge and spin: 0.000 eV
charge: +1
orbital gap (alpha / beta): 4.5792 / 3.5889 eV
2S+1: 9

Positions of all 87 atoms, in Å:
Fe 0.871 -0.870 2.454
Cl -0.160 -0.883 0.336
C 5.023 3.801 3.629
C 4.034 2.735 3.186
C 4.074 2.432 1.707
O 2.888 1.837 1.212
C 3.003 1.404 -0.114
N 4.170 1.487 4.006
H 6.057 3.552 3.369
H 4.988 3.952 4.707
H 4.818 4.774 3.173
H 3.061 3.127 3.507
H 4.909 1.735 1.546
H 4.341 3.290 1.078
H 3.961 0.917 -0.336
H 2.983 2.247 -0.813
H 2.219 0.694 -0.362
H 5.149 1.427 4.268
H 3.622 1.646 4.842
C -1.538 1.952 3.480
C -0.375 2.038 2.494
C 0.089 3.501 2.397
O 0.412 3.939 3.704
C 1.028 5.230 3.685
N 0.756 1.200 2.986
H -1.237 2.321 4.463
H -1.832 0.924 3.708
H -2.399 2.505 3.111
H -0.737 1.687 1.529
H -0.738 4.127 2.044
H 0.925 3.555 1.691
H 0.949 5.599 4.709
H 0.390 5.869 3.070
H 2.085 5.213 3.420
H 1.579 1.653 2.570
H 0.876 1.412 3.979
C -2.583 -5.065 0.760
C -3.258 -3.764 0.407
C -4.798 -3.887 0.368
O -5.163 -4.931 -0.493
C -6.580 -5.014 -0.610
N -2.932 -2.688 1.287
H -1.493 -5.000 0.812
H -2.700 -5.773 -0.062
H -2.990 -5.541 1.650
H -2.955 -3.519 -0.637
H -5.232 -2.948 0.005
H -5.163 -4.123 1.374
H -6.974 -5.506 0.284
H -6.809 -5.684 -1.436
H -7.052 -4.045 -0.768
H -3.598 -1.916 1.153
H -1.981 -2.337 1.095
C 1.357 -3.366 -4.533
C 0.676 -3.070 -3.197
C -0.161 -4.236 -2.695
O -1.292 -4.304 -3.529
C -2.284 -5.215 -3.152
N 1.738 -2.746 -2.214
H 2.128 -4.112 -4.327
H 1.812 -2.457 -4.922
H 0.661 -3.809 -5.243
H 0.065 -2.170 -3.328
H -0.495 -4.021 -1.661
H 0.412 -5.170 -2.660
H -2.943 -4.834 -2.355
H -1.943 -6.204 -2.825
H -2.903 -5.351 -4.039
H 2.239 -1.952 -2.602
H 1.300 -2.423 -1.359
C -1.119 3.414 -1.271
C -1.023 2.624 -2.574
C 0.409 2.233 -2.988
O 1.170 3.421 -3.082
C 2.415 3.250 -3.723
N -1.843 1.417 -2.356
H -0.752 4.437 -1.379
H -0.526 2.914 -0.504
H -2.172 3.504 -1.012
H -1.371 3.188 -3.440
H 0.397 1.705 -3.951
H 0.897 1.591 -2.242
H 2.316 3.249 -4.811
H 2.975 2.397 -3.331
H 3.016 4.134 -3.499
H -1.721 0.841 -3.192
H -1.419 0.838 -1.630